Molecular formula: C33H24N4O6S3Tl
Method: DFT, wB97M-V/def2-TZVPD

Calculated values
Energy above the lowest of the compared OMol25 structures with the same formula, charge and spin in kJ/mol: 82.3
2S+1: 1
Calculated total energy in Ha: -3309.563848
LUMO energy in eV: 2.05
Total charge: -1

```
71
Properties=species:S:1:pos:R:3:mulliken_charge:R:1
Tl -0.25 -0.44 -0.59 1.2993
C 3.15 0.56 0.71 -1.3113
C 2.20 -0.46 1.28 0.2987
N 1.92 -1.47 0.52 0.1653
N 1.41 -2.59 1.15 -0.7959
C 0.46 -3.24 0.60 0.4968
S -0.54 -2.84 -0.79 -0.3381
S 0.02 -4.78 1.39 -0.1959
C -1.23 -4.16 2.57 -0.2188
C -2.62 -4.03 2.01 0.3918
C -3.48 -5.13 2.00 -0.5368
C -4.76 -5.04 1.47 -0.5557
C -5.20 -3.83 0.94 -0.3740
C -4.35 -2.73 0.95 -1.2298
C -3.07 -2.82 1.48 0.1350
C 1.61 -0.25 2.59 0.6367
C 2.34 0.33 3.64 -0.6247
C 1.76 0.58 4.86 -0.8516
C 0.39 0.29 5.03 -0.5020
C -0.36 -0.20 4.00 -0.6466
C 0.21 -0.48 2.72 0.3412
O -0.53 -0.89 1.75 0.1688
H 3.32 0.37 -0.35 0.0791
H 4.11 0.47 1.23 0.4760
H 2.77 1.57 0.85 0.3646
H -0.85 -3.22 2.96 -0.3612
H -1.21 -4.91 3.36 0.5885
H -3.13 -6.08 2.41 0.3630
H -5.41 -5.90 1.48 0.3512
H -6.19 -3.76 0.52 0.3861
H -4.68 -1.78 0.53 0.5115
H -2.41 -1.96 1.48 0.6333
H 3.39 0.55 3.49 0.3119
H 2.34 1.00 5.67 0.3710
H -0.08 0.49 5.98 0.3998
H -1.43 -0.37 4.11 0.4015
O -1.34 2.49 -3.46 -0.7428
C -0.87 1.48 -2.95 0.1957
O -1.47 0.65 -2.19 -0.7208
C 0.59 1.16 -3.30 0.6758
C 1.19 1.87 -4.37 -0.6540
C 2.45 1.54 -4.74 -0.7730
C 3.13 0.49 -4.07 1.1041
C 4.43 0.07 -4.44 -0.7872
C 5.02 -0.98 -3.81 -0.5816
C 4.32 -1.67 -2.79 -0.5851
C 3.07 -1.28 -2.41 -0.0677
C 2.45 -0.18 -3.03 -0.3451
N 1.19 0.21 -2.64 -0.0152
H 0.61 2.65 -4.84 0.5561
H 2.95 2.07 -5.55 0.3936
H 4.94 0.60 -5.23 0.3706
H 6.02 -1.30 -4.08 0.3721
H 4.78 -2.52 -2.30 0.4470
H 2.54 -1.80 -1.62 0.3312
O 1.42 2.98 -0.90 -0.6677
C 0.32 2.84 -0.42 0.1967
N -0.12 1.71 0.26 0.0885
S -1.65 1.91 0.84 1.0555
O -2.43 0.76 0.41 -0.5710
O -1.68 2.25 2.23 -0.6921
C -1.99 3.39 -0.06 0.7467
C -3.17 4.09 -0.18 -0.7346
C -3.11 5.30 -0.86 -0.5006
C -1.90 5.78 -1.37 -0.5501
C -0.73 5.05 -1.24 -0.5813
C -0.80 3.84 -0.58 -0.3361
H -4.10 3.71 0.22 0.4851
H -4.01 5.88 -0.99 0.3938
H -1.89 6.73 -1.89 0.3860
H 0.21 5.39 -1.66 0.4790
```